Density functional theory data (wB97M-V/def2-TZVPD) for C20H25N3O4S in the gas phase.

Computed properties:
Orbital gap, eV: 8.592
Relative energy (zero: lowest compared OMol25 entry of this formula, charge and spin), kJ/mol: 221.0
Max |F|, eV/A: 1.0
Electronic energy, eV: -44641.776
HOMO, eV: -8.2
Multiplicity: 1
Molar mass, g mol⁻¹: 403.50

Each line ends with the Mulliken charge.
Cartesian coordinates (Å):
C  -1.84  -3.53  -0.05  -0.481
O  -0.53  -3.94  0.29  -0.489
C  0.51  -3.17  -0.09  0.813
C  0.42  -2.05  -0.92  -0.246
C  1.57  -1.33  -1.23  -0.372
C  2.81  -1.70  -0.74  0.524
C  4.04  -0.86  -0.99  -1.721
N  4.33  -0.09  0.21  -0.209
S  3.99  1.54  0.15  1.343
O  4.39  2.10  -1.11  -0.691
O  4.53  2.11  1.35  -0.745
C  2.21  1.53  0.20  0.080
C  1.51  2.28  -0.71  -0.704
C  0.13  2.25  -0.72  -0.773
C  -0.56  1.44  0.20  0.787
N  -1.95  1.46  0.16  0.173
C  -2.80  0.51  0.68  0.590
O  -2.41  -0.55  1.13  -0.792
N  -4.12  0.84  0.66  0.085
C  -4.73  2.05  0.17  -1.051
C  -5.40  1.80  -1.18  -0.418
C  -6.45  0.70  -1.02  -0.765
C  -5.81  -0.55  -0.42  -0.511
C  -5.10  -0.21  0.89  -0.945
C  0.16  0.70  1.13  -0.621
C  1.55  0.74  1.13  -0.567
C  2.89  -2.82  0.08  -0.529
C  1.76  -3.55  0.40  -0.693
H  -1.99  -3.54  -1.14  0.318
H  -2.50  -4.26  0.40  0.306
H  -2.05  -2.54  0.35  0.084
H  -0.53  -1.73  -1.31  0.252
H  1.48  -0.47  -1.88  0.454
H  3.87  -0.16  -1.81  0.463
H  4.89  -1.50  -1.24  0.581
H  5.21  -0.27  0.66  0.290
H  2.06  2.88  -1.42  0.480
H  -0.43  2.84  -1.43  0.355
H  -2.33  2.14  -0.48  0.185
H  -4.00  2.87  0.12  0.412
H  -5.49  2.35  0.90  0.383
H  -5.87  2.72  -1.54  0.367
H  -4.65  1.49  -1.91  0.276
H  -6.90  0.47  -1.99  0.359
H  -7.24  1.05  -0.36  0.308
H  -6.57  -1.31  -0.24  0.385
H  -5.08  -0.96  -1.12  0.265
H  -4.58  -1.08  1.29  0.372
H  -5.83  0.14  1.63  0.384
H  -0.36  0.07  1.83  0.417
H  2.12  0.17  1.84  0.415
H  3.85  -3.12  0.47  0.383
H  1.82  -4.42  1.03  0.439

=====

Density functional theory data (wB97M-V/def2-TZVPD) for 6 unconnected molecules or ions with the total composition C15H38BF7N4O7S at a distorted geometry.

Computed properties:
Orbital gap, eV: 10.829
Relative energy (zero: lowest compared OMol25 entry of this formula, charge and spin), kJ/mol: 20.9
Max |F|, eV/A: 3.4
Electronic energy, eV: -66989.345
HOMO, eV: -15.1
Multiplicity: 1
Molar mass, g mol⁻¹: 562.36
Net charge: +2

Each line ends with the Mulliken charge.
Cartesian coordinates (Å):
B  1.06  -0.48  1.28  0.153
F  0.89  0.96  1.48  -0.270
F  2.15  -0.85  0.53  -0.404
F  1.33  -1.08  2.70  -0.368
F  -0.13  -1.06  0.85  -0.078
C  -3.53  0.13  2.16  -0.797
N  -3.62  1.32  1.22  0.156
C  -5.00  1.83  1.12  -0.834
C  -2.67  2.34  1.72  -0.876
C  -3.20  0.77  -0.13  0.366
C  -3.19  1.80  -1.24  -0.421
O  -4.44  2.27  -1.59  -0.554
H  -4.21  -0.63  1.79  0.449
H  -3.88  0.44  3.14  0.428
H  -2.59  -0.46  2.27  0.128
H  -5.41  2.02  2.14  0.344
H  -5.64  1.12  0.58  0.310
H  -4.95  2.76  0.59  0.410
H  -2.93  2.44  2.77  0.414
H  -2.78  3.29  1.16  0.391
H  -1.71  1.85  1.63  0.311
H  -3.98  0.00  -0.41  0.237
H  -2.21  0.29  -0.06  -0.426
H  -2.64  1.43  -2.15  0.580
H  -2.74  2.73  -0.94  -0.078
H  -4.78  1.92  -2.42  0.382
C  2.99  -2.96  5.03  -0.897
C  3.82  -1.86  4.50  0.624
O  4.37  -0.97  5.05  -0.439
N  3.84  -1.74  2.95  0.030
H  2.85  -1.44  2.64  0.328
H  4.50  -0.97  2.80  0.367
C  4.34  -3.01  2.28  -0.932
H  1.93  -2.57  5.04  0.246
H  3.21  -3.32  6.05  0.362
H  2.95  -3.80  4.33  0.294
H  3.58  -3.78  2.27  0.379
H  5.20  -3.40  2.85  0.400
H  4.70  -2.75  1.27  0.322
C  -1.09  -3.85  -4.04  -0.797
C  0.19  -3.96  -3.28  0.646
O  1.22  -4.41  -3.63  -0.439
N  0.19  -3.19  -1.91  0.276
H  1.06  -2.97  -1.42  0.411
H  -0.21  -2.25  -2.11  0.013
C  -0.81  -3.76  -0.87  -0.809
H  -0.95  -3.24  -4.94  0.287
H  -1.91  -3.49  -3.45  0.270
H  -1.26  -4.92  -4.26  0.344
H  -0.59  -3.21  0.02  0.279
H  -0.85  -4.88  -0.90  0.350
H  -1.78  -3.41  -1.18  0.336
C  0.62  4.26  -2.16  -1.108
C  0.59  3.94  -0.72  0.823
O  -0.26  3.81  0.10  -0.468
N  2.00  3.66  0.01  -0.040
H  1.89  4.21  0.89  0.425
H  1.87  2.61  0.26  0.174
C  3.36  3.90  -0.67  -0.790
H  -0.32  4.74  -2.37  0.340
H  0.85  3.37  -2.75  0.178
H  1.45  4.96  -2.37  0.453
H  3.51  3.32  -1.60  0.287
H  4.19  3.55  -0.03  0.324
H  3.41  4.99  -0.85  0.396
C  1.42  -0.02  -3.32  0.346
F  0.93  -0.78  -4.29  -0.228
F  2.28  -0.87  -2.71  -0.187
F  2.12  0.99  -3.88  -0.225
S  0.02  0.51  -2.34  0.788
O  0.76  1.15  -1.20  -0.233
O  -0.66  1.40  -3.21  -0.704
O  -0.72  -0.73  -2.07  -0.754

=====

The calculation returns the following E_LUMO values, one per record and in order: 0.014 -0.159 Ha.